Entry 1:
Computed, not measured: a 12-piece molecular cluster, C17H58O12 overall, with ωB97M-V/def2-TZVPD.

Results
Charge   0
Energy relative to the best compared isomer or geometry (same formula, charge and spin)   1.871 eV
Total energy   -1585.24878 Eh
Structure (SMILES)   CC(C)O.CC(C)O.CC(C)O.CC(C)O.CO.CO.CO.CO.CO.O.O.O
Kohn-Sham gap   9.73 eV
Largest force on an atom   1.45 eV/A

```
87
Properties=species:S:1:pos:R:3:mulliken_charge:R:1
C -21.05885 -0.84707 -1.88293 -1.4084
C -21.40553 -0.73553 -0.41293 1.3786
C -22.91232 -0.68924 -0.13788 -1.2290
O -20.85401 -1.80595 0.33670 -0.6302
H -21.83258 -0.43802 -2.54278 0.3070
H -20.97951 -1.88586 -2.21289 0.3964
H -20.15586 -0.29749 -2.14601 0.3101
H -20.97731 0.19711 -0.02013 -0.3820
H -23.46535 -1.53025 -0.56887 0.4288
H -23.37708 0.14930 -0.65674 0.1852
H -23.02648 -0.68523 0.94063 0.2705
H -19.97977 -2.03694 0.01355 0.3450
C -22.15018 5.40392 -1.20462 -0.2180
C -22.95780 4.42030 -0.39068 0.1247
C -22.77381 3.01040 -0.90334 -0.5364
O -22.50765 4.45419 0.98951 0.3442
H -22.61192 5.52160 -2.18757 0.2649
H -21.09815 5.13295 -1.30781 -0.1041
H -22.19347 6.36531 -0.68924 -0.1786
H -23.98837 4.77337 -0.39795 0.6265
H -23.08034 2.84584 -1.94054 0.1315
H -23.44083 2.28997 -0.41915 -0.1594
H -21.73767 2.69402 -0.78110 0.1147
H -21.73758 3.86826 1.10385 -0.2683
C -18.02683 5.30176 -1.68034 -1.1793
C -18.05335 4.06420 -0.77439 2.1525
C -17.39249 2.78829 -1.26912 -1.4288
O -17.40866 4.41637 0.46814 -0.6432
H -17.03115 5.38250 -2.12344 0.3232
H -18.23707 6.25732 -1.20077 0.3572
H -18.75887 5.19028 -2.48640 0.1662
H -19.08570 3.77599 -0.53318 -0.8472
H -17.73270 2.57304 -2.28169 0.1520
H -17.63928 2.00646 -0.55182 0.3168
H -16.30433 2.87419 -1.27924 0.4488
H -17.97960 5.03613 0.93061 0.3312
C -19.19582 1.21922 -4.28001 -0.9346
C -19.92799 2.37084 -4.98657 0.4390
C -21.32938 2.50110 -4.42811 -0.2262
O -19.22477 3.60277 -4.73063 -0.5027
H -18.16744 1.09582 -4.61156 0.4049
H -19.79598 0.31202 -4.26662 0.4224
H -19.19266 1.57038 -3.24152 -0.0844
H -19.91045 2.25746 -6.07793 0.2669
H -21.88672 3.31410 -4.89007 -0.3792
H -21.19171 2.70557 -3.36534 -0.0693
H -21.88600 1.58025 -4.60217 0.4192
H -18.32547 3.44906 -5.04266 0.2929
C -24.97304 3.42742 -4.79716 -0.1147
O -25.62426 4.53220 -4.17806 -0.5225
H -24.73398 2.67528 -4.03672 0.1727
H -25.62516 2.98119 -5.54908 0.3658
H -24.03818 3.83432 -5.16596 -0.2054
H -26.46617 4.29942 -3.78389 0.2771
C -24.62818 1.23557 2.57525 -0.6266
O -23.24816 1.00149 2.65784 -0.4953
H -25.17464 0.33668 2.86668 0.2900
H -24.96547 1.98797 3.29895 0.2950
H -24.93968 1.51318 1.56154 0.2224
H -22.73457 1.80741 2.55265 0.2986
C -22.36082 6.14489 -5.95947 -0.3666
O -22.33726 7.47373 -6.51335 -0.5590
H -23.16477 5.56797 -6.42210 0.2208
H -21.38467 5.72376 -6.18014 0.1524
H -22.58703 6.26664 -4.89750 0.2557
H -23.21771 7.73999 -6.78320 0.3049
C -22.75690 5.19107 4.55775 -0.6223
O -22.55272 3.94918 5.20252 -0.5233
H -22.36021 5.98322 5.19512 0.3910
H -22.41260 5.19634 3.51502 0.2439
H -23.81669 5.38015 4.36178 0.2137
H -21.65228 3.88994 5.52219 0.2876
C -20.74527 9.13497 -0.88449 -0.4392
O -19.64040 8.52362 -0.25973 -0.4893
H -21.53538 8.40376 -1.07290 0.0948
H -21.21257 9.86705 -0.21705 0.2505
H -20.46483 9.62760 -1.80841 0.2942
H -19.94711 7.94688 0.45049 0.3196
O -24.34434 6.43002 1.71312 -0.7269
H -25.27346 6.24551 1.54170 0.2744
H -23.85579 5.71780 1.25490 0.3043
O -20.33267 2.83961 1.61038 -0.5305
H -19.70049 2.11019 1.63048 0.2442
H -19.86328 3.57743 2.02281 0.1647
O -21.33092 7.19585 1.85865 -0.6235
H -21.15137 6.25072 1.83222 0.2316
H -22.29557 7.25045 1.95558 0.3629
```

=====

Entry 2:
Computed, not measured: a 14-piece molecular cluster, C17H59BF9N27O13S2 overall, with ωB97M-V/def2-TZVPD.

Results
Charge   0
Total energy   -4860.08027 Eh
Kohn-Sham gap   7.04 eV
Largest force on an atom   5.12 eV/A

```
128
Properties=species:S:1:pos:R:3:mulliken_charge:R:1
N 0.56706 -2.32266 -0.04798 -0.5547
B -0.33402 -3.17604 -0.92680 0.4840
S 0.12366 -5.01090 -1.22490 -0.4479
C -1.73210 -2.66033 -1.65893 -0.4543
C -2.45620 -1.39633 -0.83784 -0.1782
C -4.08270 -1.40063 -1.23210 0.8404
F -4.14937 -1.94391 -2.60931 -0.2798
F -4.47706 0.05668 -1.16642 -0.3097
C -4.81181 -2.31037 -0.08370 0.7195
F -4.91432 -1.43077 1.14075 -0.2945
F -4.02997 -3.50270 0.35696 -0.2548
S -6.54817 -2.87570 -0.46966 1.0999
F -6.87046 -1.59766 -1.56181 -0.2861
F -6.06408 -3.97411 -1.69233 -0.2723
F -6.33982 -4.10784 0.75380 -0.3323
F -7.16020 -1.86572 0.81606 -0.3195
F -8.16816 -3.42011 -0.71219 -0.2909
H 0.47436 -1.30797 -0.27496 0.2439
H 0.37430 -2.52224 0.96561 0.2541
H -0.68255 -5.85289 -0.44268 0.0958
H -1.44412 -2.30559 -2.75383 0.1286
H -2.45054 -3.61077 -1.66683 0.2161
H -2.02522 -0.37995 -1.24760 0.0856
H -2.33885 -1.50816 0.32882 0.2717
C -1.47308 1.54246 1.29161 0.6037
O -1.48467 0.39576 0.87283 -0.6543
N -2.16738 1.92721 2.37775 -0.2911
N -0.76495 2.52405 0.70453 -0.3011
H -2.17034 2.86664 2.73775 0.0386
H -2.71397 1.21876 2.84964 0.1675
H -0.22801 2.27680 -0.11645 0.1542
H -0.74292 3.47422 1.03451 0.1360
C 0.26879 0.29750 -3.65052 0.2504
O -0.58817 -0.42418 -3.16556 -0.5551
N 1.26610 -0.17380 -4.42062 -0.2427
N 0.29261 1.62872 -3.45836 -0.2827
H 1.98085 0.40470 -4.82881 0.1633
H 1.28503 -1.17090 -4.59028 0.2059
H -0.44056 2.02436 -2.88446 0.2008
H 0.99003 2.23949 -3.84922 0.2278
C -0.54379 -1.77836 -7.10794 0.6570
O 0.22188 -2.44310 -6.42803 -0.6380
N -0.80022 -2.05802 -8.39861 -0.4133
N -1.19975 -0.70669 -6.62745 -0.3150
H -1.42752 -1.52243 -8.97462 0.1506
H -0.32682 -2.85710 -8.79948 0.2391
H -1.03499 -0.46158 -5.65988 0.1460
H -1.83411 -0.14681 -7.17182 0.1779
C 4.05856 2.29361 -3.38113 0.6423
O 2.94139 2.74298 -3.58213 -0.6861
N 5.18003 2.99148 -3.63624 -0.4245
N 4.26829 1.06033 -2.88649 -0.3303
H 6.10863 2.63850 -3.47731 0.1575
H 5.06667 3.92480 -4.00961 0.2305
H 3.45052 0.50149 -2.68065 0.2031
H 5.18060 0.67272 -2.71427 0.1718
C 4.49489 -5.74564 -1.10619 0.7933
O 4.40768 -4.74823 -1.80473 -0.6840
N 3.47473 -6.19968 -0.35591 -0.2978
N 5.61892 -6.48012 -1.02414 -0.2239
H 3.52742 -7.01897 0.22558 0.1174
H 2.61004 -5.67569 -0.38890 0.1582
H 6.41098 -6.17280 -1.57333 0.1867
H 5.71003 -7.30438 -0.45448 0.0334
C -0.15724 4.52663 4.81807 0.6280
O -1.31170 4.72095 4.47184 -0.6487
N 0.42814 3.31717 4.75215 -0.3729
N 0.63302 5.50452 5.29647 -0.4094
H 1.37749 3.13753 5.03252 0.1543
H -0.13212 2.55316 4.39756 0.2290
H 0.23108 6.43053 5.36255 0.1950
H 1.58602 5.36399 5.58672 0.1581
C 9.44276 -6.90670 -0.48193 0.7512
O 8.28830 -6.71238 -0.82816 -0.6722
N 10.02814 -8.11616 -0.54785 -0.4113
N 10.23302 -5.92882 -0.00353 -0.4409
H 10.97749 -8.29580 -0.26748 0.1467
H 9.46788 -8.88018 -0.90244 0.2386
H 9.83108 -5.00281 0.06255 0.2184
H 11.18602 -6.06935 0.28672 0.1614
C -3.70511 7.65594 2.03021 0.6239
O -4.02837 8.58825 1.31139 -0.7785
N -2.42232 7.30641 2.23535 -0.2876
N -4.60268 6.89458 2.68163 -0.1248
H -2.13650 6.54197 2.82363 0.1450
H -1.71473 7.85407 1.76341 0.1902
H -5.57973 7.12394 2.55446 0.0152
H -4.35588 6.12265 3.27781 0.1779
C 8.01992 -9.73300 2.10556 0.5599
O 9.17205 -10.12652 2.01523 -0.6628
N 7.54315 -8.70568 1.37956 -0.1748
N 7.12385 -10.29143 2.93914 -0.3884
H 6.59764 -8.36730 1.44003 0.0926
H 8.18526 -8.25709 0.73940 0.1314
H 7.44198 -11.06801 3.50407 0.2370
H 6.17084 -9.98134 3.02763 0.1633
C -8.16253 9.21283 0.83355 0.5631
O -9.09343 9.98975 0.69130 -0.6812
N -6.87673 9.60828 0.82150 -0.2630
N -8.33907 7.89167 1.01517 -0.3234
H -6.09669 8.98352 0.93701 0.2055
H -6.69975 10.59522 0.68743 0.1699
H -9.29194 7.55221 1.03065 0.1984
H -7.58517 7.23613 1.13401 0.1715
C -0.49685 9.62799 4.27725 0.7054
O -0.50844 8.48130 3.85848 -0.6201
N -1.19116 10.01275 5.36340 -0.3843
N 0.21128 10.60958 3.69017 -0.4341
H -1.19412 10.95218 5.72340 0.1586
H -1.73775 9.30430 5.83529 0.2219
H 0.74821 10.36234 2.86920 0.2232
H 0.23331 11.55976 4.02015 0.1553
C -5.12889 4.12302 5.45729 0.7072
O -5.45214 5.05534 4.73847 -0.6937
N -3.84609 3.77350 5.66243 -0.2239
N -6.02645 3.36167 6.10871 -0.4224
H -3.56028 3.00905 6.25070 0.1777
H -3.13850 4.32115 5.19048 0.1186
H -7.00351 3.59103 5.98154 0.2498
H -5.77965 2.58973 6.70488 0.1510
C 1.92800 -7.75974 -4.12544 0.6205
O 2.68322 -8.62794 -3.71765 -0.6907
N 1.29729 -7.84234 -5.31084 -0.3997
N 1.65878 -6.64266 -3.42595 -0.1451
H 0.67180 -7.13776 -5.66364 0.1686
H 1.47234 -8.66763 -5.86905 0.2198
H 2.11319 -6.54093 -2.52785 0.0666
H 1.03986 -5.91651 -3.74509 0.1462
```

=====

Q: What is the formula in the first record?
A: C17H58O12

=====

Q: Which value of charge does entry 2 give?
A: 0

=====

Q: Which of these has the highest largest force on an atom?
A: C17H59BF9N27O13S2